1.
{
  "formula": "C2H2N4O2",
  "method": "ωB97M-V/def2-TZVPD",
  "smiles": "C=Nn1onnc1=O",
  "lumo_energy_ev": -1.0,
  "relative_energy_ev": 6.3470,
  "mol_weight_g_mol": 114.06,
  "largest_force_ev_per_a": 3.980,
  "elements": ["C", "N", "N", "O", "N", "N", "C", "O", "H", "H"],
  "xyz": [[-0.54079, -2.48007, -0.42162], [0.27237, -1.56200, -0.39479], [0.02216, -0.30043, -0.15981], [-1.28955, 0.11122, -0.00017], [-1.19044, 1.47617, 0.28629], [0.01034, 1.83875, 0.47061], [0.83731, 0.72393, 0.20617], [2.04492, 0.66220, 0.08115], [-0.02383, -3.51825, -0.69343], [-1.59920, -2.29970, -0.07791]],
  "nbo_charge": [-0.103, -0.213, -0.008, -0.193, 0.197, -0.207, 0.656, -0.535, 0.218, 0.187]
}

---

2.
{
  "formula": "C2H2N4O2",
  "method": "ωB97M-V/def2-TZVPD",
  "smiles": "[H]/N=c1/nnoc(O)n1",
  "lumo_energy_ev": -0.8,
  "relative_energy_ev": 4.7696,
  "mol_weight_g_mol": 114.06,
  "largest_force_ev_per_a": 6.547,
  "elements": ["H", "N", "C", "N", "N", "O", "C", "O", "N", "H"],
  "xyz": [[0.81264, -0.41617, 2.67386], [0.73809, -1.18902, 1.92838], [0.38582, -0.72638, 0.81378], [0.46591, -1.58414, -0.25431], [-0.11489, -1.19281, -1.29495], [-0.70505, 0.18688, -1.38349], [-0.35245, 1.02043, -0.31160], [-0.59729, 2.26530, -0.39170], [0.31730, 0.59986, 0.77019], [-0.43898, 2.59721, 0.46937]],
  "nbo_charge": [0.350, -0.574, 0.389, -0.109, 0.206, -0.387, 0.825, -0.606, -0.610, 0.516]
}

---

3.
{
  "formula": "C2H2N4O2",
  "method": "ωB97M-V/def2-TZVPD",
  "smiles": "Nc1nnoc(=O)n1",
  "lumo_energy_ev": -1.1,
  "relative_energy_ev": 3.3144,
  "mol_weight_g_mol": 114.06,
  "largest_force_ev_per_a": 4.957,
  "elements": ["N", "C", "N", "N", "O", "C", "O", "N", "H", "H"],
  "xyz": [[1.72833, -0.68328, -0.02484], [0.53502, -0.11132, 0.00718], [0.61744, 1.28381, 0.08820], [-0.42532, 1.90927, -0.02249], [-1.69605, 1.18791, -0.14152], [-1.75924, -0.21630, 0.00511], [-2.82397, -0.73591, 0.12451], [-0.60280, -0.82478, -0.19123], [1.90728, -1.72820, -0.11810], [2.51930, -0.08121, 0.27320]],
  "nbo_charge": [-0.745, 0.550, -0.243, 0.249, -0.386, 0.830, -0.539, -0.576, 0.440, 0.421]
}

---

4.
{
  "formula": "C2H2N4O3",
  "method": "ωB97M-V/def2-TZVPD",
  "lumo_energy_ev": -1.1,
  "relative_energy_ev": 6.1016,
  "mol_weight_g_mol": 130.06,
  "largest_force_ev_per_a": 7.074,
  "elements": ["C", "C", "H", "H", "N", "N", "N", "N", "O", "O", "O"],
  "xyz": [[0.06090, 0.73777, 0.42873], [-0.20284, -1.03230, -1.04409], [-0.14599, 3.73100, 0.56650], [-0.44751, -2.37837, -2.11932], [0.03322, 1.92743, 0.83084], [-0.34631, -1.78785, 1.18618], [-0.37576, -2.03055, 0.02233], [-0.06870, -1.31206, -2.24755], [0.53343, 2.86629, -0.01612], [0.15423, -0.24079, 1.60744], [0.15585, 0.22897, -0.75353]],
  "nbo_charge": [0.704, 0.563, 0.488, 0.355, -0.236, 0.261, -0.200, -0.509, -0.511, -0.456, -0.459]
}

---

5.
{
  "formula": "C2H2N4O3",
  "method": "ωB97M-V/def2-TZVPD",
  "lumo_energy_ev": [-1.4, -1.4],
  "relative_energy_ev": 6.7722,
  "mol_weight_g_mol": 130.06,
  "largest_force_ev_per_a": 6.249,
  "elements": ["C", "C", "N", "N", "N", "N", "O", "O", "O", "H", "H"],
  "xyz": [[-0.41941, -1.10433, 0.25239], [0.99619, 0.49648, -0.05567], [0.44643, -1.96986, 0.40234], [1.99315, -0.22772, 0.12492], [-1.66550, -0.74307, 0.21513], [0.53974, 1.74486, -0.41191], [-0.61409, 1.96867, -0.04713], [1.20919, 2.48227, -1.10014], [1.80295, -1.50019, 0.36313], [-1.86430, 0.25120, 0.15189], [-2.42435, -1.39832, 0.10505]],
  "nbo_charge": [0.449, 0.172, -0.245, -0.018, -0.823, 0.461, -0.394, -0.315, -0.144, 0.444, 0.414]
}

---

6.
{
  "formula": "C2H2N4O4",
  "method": "ωB97M-V/def2-TZVPD",
  "smiles": "[O-]/[N+](O)=N\\O.N#CN=C=O",
  "lumo_energy_ev": 0.0,
  "relative_energy_ev": 1.7015,
  "mol_weight_g_mol": 146.06,
  "largest_force_ev_per_a": 4.010,
  "elements": ["O", "N", "O", "N", "O", "H", "H", "N", "C", "N", "C", "O"],
  "xyz": [[-1.72889, 1.64689, -1.13910], [-1.48639, 0.83091, -0.25308], [-2.02397, 1.27852, 0.92777], [-0.82429, -0.20450, -0.26447], [-0.24688, -0.48520, -1.44390], [-1.56840, 0.88120, 1.68722], [-0.15984, 0.28970, -1.91782], [2.63292, -1.80519, -1.36644], [2.19756, -1.43489, -0.38011], [1.82187, -0.82788, 0.65448], [1.01493, -0.29708, 1.30774], [0.37136, 0.12752, 2.18773]],
  "nbo_charge": [-0.450, 0.518, -0.496, -0.031, -0.496, 0.504, 0.479, -0.305, 0.413, -0.555, 0.939, -0.520]
}

---

7.
{
  "formula": "C2H2N4O7",
  "method": "ωB97M-V/def2-TZVPD",
  "smiles": "O=[N+]([O-])C([N+](=O)[O-])=[N+]([O-])O.N=C=O",
  "lumo_energy_ev": -1.6,
  "mol_weight_g_mol": 194.06,
  "largest_force_ev_per_a": 4.510,
  "elements": ["O", "N", "O", "C", "N", "O", "O", "N", "O", "O", "H", "N", "C", "O", "H"],
  "xyz": [[-2.26411, -1.87484, 3.23598], [-1.35135, -1.13457, 3.13798], [-0.38555, -1.08146, 3.80176], [-1.44407, -0.22012, 1.95834], [-1.90237, -0.76162, 0.73819], [-1.96582, -1.97057, 0.59304], [-2.14714, 0.02383, -0.21169], [-1.01946, 1.08304, 2.02504], [-0.51054, 1.46014, 3.06606], [-1.27053, 1.92532, 1.12691], [-1.67445, 1.43945, 0.15674], [1.16553, -0.99838, -2.85709], [0.85463, -0.62826, -1.77681], [0.53261, -0.40289, -0.69255], [1.91305, -0.69223, -3.36935]],
  "nbo_charge": [-0.329, 0.552, -0.312, 0.082, 0.503, -0.303, -0.451, 0.486, -0.317, -0.443, 0.532, -0.749, 0.874, -0.537, 0.411]
}

---

8.
{
  "formula": "C2H2N4S",
  "method": "ωB97M-V/def2-TZVPD",
  "smiles": "SC=C1N=NN=N1",
  "lumo_energy_ev": -1.5,
  "relative_energy_ev": 1.3063,
  "mol_weight_g_mol": 114.13,
  "largest_force_ev_per_a": 3.624,
  "elements": ["S", "C", "C", "N", "N", "N", "N", "H", "H"],
  "xyz": [[-2.41611, -0.26377, -0.05541], [-0.94813, 0.67056, 0.12253], [0.26576, 0.13947, 0.08864], [0.86128, -1.13414, 0.08453], [2.13577, -0.98074, -0.03543], [2.37430, 0.51225, -0.05674], [1.33699, 1.14148, -0.07088], [-3.23145, 0.78790, -0.09095], [-0.97488, 1.80014, 0.26016]],
  "nbo_charge": [0.146, -0.233, 0.049, -0.164, -0.019, -0.049, -0.141, 0.137, 0.274]
}